(1)
DFT (wB97M-V/def2-TZVPD) results for a structure of composition C14H17F3IN2O2S3Ti.

Summary:
Multiplicity: 3
LUMO level (alpha / beta) in eV: 2.14 / 2.12
Total charge: -1
HOMO-LUMO gap (alpha / beta) in eV: 4.63 / 5.79
E_tot in hartree: -3445.10990
Largest force on an atom in eV/A: 0.3
ΔE to the lowest compared entry with this formula, charge and spin in eV: 1.670
E_HOMO (alpha / beta) in eV: -2.50 / -3.67

CARTESIAN COORDINATES (ANGSTROEM)
Ti: 0.162 1.090 -0.059
C: 2.689 -0.219 3.816
C: 2.252 0.131 2.409
S: 0.530 0.413 2.185
C: 3.103 0.219 1.371
C: 4.586 -0.021 1.513
S: 2.569 0.595 -0.250
H: 1.824 -0.253 4.475
H: 3.387 0.520 4.221
H: 3.181 -1.195 3.860
H: 4.861 -0.319 2.525
H: 5.143 0.885 1.259
H: 4.912 -0.800 0.820
F: -2.173 2.398 -3.799
C: -0.892 2.355 -3.388
F: -0.156 3.011 -4.303
F: -0.827 3.074 -2.245
C: -0.417 0.881 -3.209
O: -0.431 0.190 -4.206
O: -0.110 0.571 -2.017
I: -2.631 3.614 1.077
C: -2.993 1.658 0.409
C: -4.307 1.285 0.239
C: -4.607 -0.023 -0.142
C: -3.528 -0.906 -0.281
C: -2.253 -0.458 -0.082
N: -1.918 0.850 0.215
H: -5.088 2.013 0.404
H: -5.629 -0.336 -0.304
H: -3.678 -1.945 -0.542
H: -1.411 -1.133 -0.177
N: 1.138 4.216 0.307
C: 0.741 3.114 0.250
H: 0.907 5.125 0.658
C: -0.630 -3.203 -1.919
S: 0.706 -2.406 -1.009
C: 0.889 -3.574 0.349
H: -1.502 -3.360 -1.280
H: -0.312 -4.156 -2.344
H: -0.896 -2.520 -2.726
H: 1.246 -4.544 0.002
H: -0.054 -3.695 0.886
H: 1.620 -3.139 1.030

(2)
DFT (wB97M-V/def2-TZVPD) results for a cluster of 2 separate species, C6H12N4PS in total at a distorted geometry.

Summary:
Multiplicity: 1
LUMO level (alpha / beta) in eV: 1.38 / 2.91
Total charge: -1
HOMO-LUMO gap (alpha / beta) in eV: 4.57 / 6.64
E_tot in hartree: -1194.27409
Largest force on an atom in eV/A: 6.0
ΔE to the lowest compared entry with this formula, charge and spin in eV: 1.491
E_HOMO (alpha / beta) in eV: -3.19 / -3.73

CARTESIAN COORDINATES (ANGSTROEM)
C: 4.115 2.029 0.120
C: -3.955 -0.789 -1.555
C: 0.294 -2.091 1.087
C: -3.202 0.102 -0.629
C: -0.703 -1.422 0.078
C: 1.719 1.646 -0.025
N: 5.026 1.818 1.169
N: 4.278 1.554 2.222
N: 3.031 1.483 1.953
N: 2.827 1.763 0.611
P: -2.320 -0.807 0.834
S: 4.588 2.102 -1.494
H: -3.294 -1.643 -1.908
H: -4.739 -1.220 -1.049
H: -4.273 -0.189 -2.467
H: 1.107 -2.485 0.587
H: 0.743 -1.335 1.709
H: -0.256 -2.818 1.690
H: -3.987 0.616 -0.080
H: -2.424 0.713 -1.138
H: -0.972 -1.998 -0.745
H: -0.162 -0.490 -0.286
H: 0.763 1.407 0.359
H: 1.795 2.051 -1.044

(3)
DFT (wB97M-V/def2-TZVPD) results for a structure of composition C14H11ClN2 at a distorted geometry.

Summary:
Multiplicity: 1
LUMO level in eV: 0.57
Total charge: 0
HOMO-LUMO gap in eV: 9.21
E_tot in hartree: -1109.39584
Largest force on an atom in eV/A: 14.2
ΔE to the lowest compared entry with this formula, charge and spin in eV: 7.033
E_HOMO in eV: -8.64

CARTESIAN COORDINATES (ANGSTROEM)
Cl: 4.921 1.856 -0.555
C: 4.048 0.497 -0.182
C: 4.558 -0.339 0.683
C: 3.662 -1.537 1.046
C: 2.357 -1.820 0.401
C: 1.778 -0.791 -0.288
C: 2.532 0.250 -0.539
H: 2.223 1.141 -1.513
C: 0.382 -0.800 -0.978
N: -0.426 -0.044 -0.121
C: -1.865 0.327 -0.265
C: -2.794 -0.362 -1.290
C: -3.992 -0.288 -1.199
C: -4.444 0.892 -0.081
C: -3.612 1.371 0.649
C: -2.319 1.016 0.826
C: -1.027 1.234 1.448
N: -0.067 0.712 0.978
H: -0.836 2.176 2.157
H: -3.979 2.134 1.639
H: -5.563 1.041 -0.175
H: -4.851 -0.442 -1.613
H: -2.353 -1.044 -1.879
H: 0.031 -1.815 -0.656
H: 0.403 -0.331 -2.173
H: 1.802 -2.459 0.837
H: 3.999 -2.422 1.764
H: 5.430 -0.152 1.080